Molecular formula: C4H10N2O
Method: DFT, the ωB97M-V functional and the def2-TZVPD basis

Last column: natural (NBO) charge in e.
Cartesian coordinates (Å):
1 O -2.465 0.705 -0.184  -0.35
2 C -1.452 1.266 -0.411  0.44
3 C -0.110 0.525 -0.167  -0.18
4 C -0.137 -0.664 0.767  -0.43
5 C 1.204 -1.380 0.688  -0.24
6 N 1.425 -1.667 -0.744  -0.81
7 N 0.927 1.448 0.075  -0.48
8 H -1.489 2.256 -0.896  0.18
9 H 0.148 0.133 -1.199  0.36
10 H -0.964 -1.311 0.464  0.26
11 H -0.395 -0.309 1.769  0.24
12 H 1.135 -2.296 1.278  0.23
13 H 2.026 -0.804 1.087  0.20
14 H 1.200 -2.633 -0.963  0.39
15 H 2.390 -1.545 -1.029  0.39
16 H 0.732 2.431 -0.127  0.41
17 H 1.370 1.368 0.988  0.41

Forces on atoms 1 to 6 (eV/Å):
-0.036 -0.361 0.452
-0.997 -0.022 -0.846
1.372 0.603 -0.525
-0.227 0.368 0.425
-0.605 -0.662 -0.567
0.283 -0.183 0.145

Computed properties:
charge	+1
LUMO energy (spin up / spin down)	-3.91 / -8.44	eV
frontier orbital gap (spin up / spin down)	10.43 / 5.45	eV
energy	-9328.4365	eV
2S+1	2



Molecular formula: C4H5NO
Method: DFT, the ωB97M-V functional and the def2-TZVPD basis

Last column: natural (NBO) charge in e.
Cartesian coordinates (Å):
1 H 0.163 -2.563 1.029  0.35
2 N 0.300 -1.729 0.460  -0.63
3 C -0.180 -0.703 1.036  0.14
4 C -0.168 0.619 0.359  -0.42
5 C 0.735 0.777 -0.902  -0.53
6 C -0.706 0.629 -1.036  0.64
7 O -1.679 0.515 -1.721  -0.47
8 H -0.668 -0.724 2.019  0.17
9 H -0.320 1.499 0.980  0.24
10 H 1.166 1.762 -1.074  0.25
11 H 1.370 -0.078 -1.133  0.27

Forces on atoms 1 to 6 (eV/Å):
0.062 0.067 -0.039
-0.151 0.204 0.322
0.033 -0.111 -0.165
-0.066 0.021 0.173
0.085 0.017 -0.193
-0.325 -0.069 -0.343

Computed properties:
SMILES string	[H]/N=C/[C@H]1CC1=O
charge	0
LUMO energy	0.78	eV
frontier orbital gap	10.09	eV
energy	-7764.3887	eV



Molecular formula: C4H8Li4O9P2
Method: DFT, the ωB97M-V functional and the def2-TZVPD basis

Last column: natural (NBO) charge in e.
Cartesian coordinates (Å):
1 Li 3.394 -0.246 -1.882  0.90
2 Li 0.858 -0.119 -0.317  0.86
3 Li 3.180 -1.120 0.689  0.93
4 Li 1.086 0.834 -3.007  0.94
5 P 1.856 -2.137 -1.218  2.48
6 O 3.395 -1.964 -1.094  -1.37
7 O 1.615 -3.617 -1.567  -1.24
8 O 1.278 -0.977 -2.076  -1.34
9 O 1.386 -1.995 0.261  -1.35
10 P 2.313 1.777 -0.934  2.51
11 O 2.706 3.180 -0.456  -1.24
12 O 2.953 1.514 -2.306  -1.38
13 O 0.807 1.694 -1.253  -1.36
14 O 2.709 0.565 -0.065  -1.36
15 C -2.832 -0.004 2.023  -0.43
16 C -3.146 -0.002 0.534  -0.43
17 C -1.896 0.722 -0.029  -0.04
18 O -0.857 0.379 0.850  -0.52
19 C -1.282 -0.070 2.116  -0.05
20 H -3.379 -0.729 2.634  0.20
21 H -3.121 0.958 2.464  0.18
22 H -4.064 0.553 0.317  0.19
23 H -3.315 -1.005 0.141  0.20
24 H -2.069 1.797 0.049  0.16
25 H -1.704 0.434 -1.056  0.21
26 H -0.957 0.652 2.866  0.16
27 H -0.915 -1.074 2.318  0.20

Forces on atoms 1 to 6 (eV/Å):
-0.285 -0.082 0.338
-0.097 0.079 0.196
-0.920 0.007 -1.179
0.853 -0.246 1.683
0.330 -4.946 1.117
1.659 1.263 -0.454

Computed properties:
charge	-2
LUMO energy	4.30	eV
frontier orbital gap	4.80	eV
energy	-42117.9818	eV



Molecular formula: C28H40ClLiN2O2P2S
Method: DFT, the ωB97M-V functional and the def2-TZVPD basis

Last column: natural (NBO) charge in e.
Cartesian coordinates (Å):
1 Li -1.245 0.846 1.052  0.87
2 Cl -4.654 -5.419 1.423  -0.03
3 C -4.110 -3.769 1.244  -0.12
4 C -4.853 -2.874 0.455  -0.21
5 C -4.422 -1.588 0.294  -0.25
6 C -3.207 -1.096 0.877  0.42
7 O -2.827 0.097 0.655  -0.81
8 C -2.495 -2.027 1.715  -0.26
9 C -1.327 -1.667 2.469  0.20
10 N -0.701 -0.552 2.359  -0.55
11 C 0.430 -0.248 3.114  0.13
12 C 1.257 -1.148 3.748  -0.22
13 C 2.405 -0.724 4.441  -0.19
14 C 2.752 0.598 4.489  -0.21
15 C 1.950 1.555 3.827  -0.11
16 C 2.272 2.930 3.782  -0.13
17 C 1.464 3.791 3.098  -0.27
18 C 0.314 3.279 2.463  0.07
19 N -0.022 2.015 2.486  -0.47
20 C 0.782 1.138 3.146  0.21
21 C -2.977 -3.344 1.875  -0.17
22 H -5.765 -3.216 -0.017  0.22
23 H -4.991 -0.893 -0.312  0.21
24 H -1.008 -2.414 3.205  0.15
25 H 1.044 -2.208 3.694  0.22
26 H 3.029 -1.464 4.926  0.22
27 H 3.639 0.925 5.018  0.21
28 H 3.169 3.279 4.282  0.21
29 H 1.692 4.846 3.035  0.22
30 H -0.345 3.938 1.906  0.20
31 H -2.426 -4.033 2.506  0.22
32 C 0.155 -3.793 -0.256  -0.95
33 P -0.150 -2.050 -0.792  0.81
34 C -1.536 -2.423 -1.959  -0.94
35 C 1.225 -1.927 -2.047  -0.71
36 C 2.645 -1.958 -1.431  -0.71
37 P 2.737 -1.359 0.327  0.80
38 C 4.564 -1.528 0.556  -0.93
39 C 2.673 0.467 0.068  -0.95
40 H 0.387 -4.427 -1.115  0.21
41 H -0.740 -4.176 0.236  0.24
42 H 0.984 -3.823 0.452  0.23
43 H -1.227 -3.107 -2.753  0.21
44 H -1.912 -1.501 -2.403  0.22
45 H -2.353 -2.872 -1.393  0.25
46 H 1.075 -0.976 -2.562  0.21
47 H 1.113 -2.727 -2.782  0.21
48 H 3.344 -1.380 -2.043  0.21
49 H 3.005 -2.990 -1.404  0.23
50 H 5.125 -1.027 -0.238  0.21
51 H 4.833 -2.585 0.574  0.23
52 H 4.835 -1.091 1.518  0.23
53 H 3.204 0.755 -0.842  0.21
54 H 3.140 0.959 0.924  0.24
55 H 1.633 0.800 0.018  0.24
56 C 2.218 1.630 -3.768  -0.61
57 C 0.877 2.343 -3.927  -0.42
58 C 0.289 2.786 -2.589  -0.59
59 S -0.609 1.444 -1.743  1.25
60 O -0.788 1.972 -0.350  -1.04
61 C -2.220 1.639 -2.601  -0.58
62 C -3.227 2.452 -1.799  -0.42
63 C -2.946 3.954 -1.770  -0.61
64 H 2.617 1.326 -4.736  0.22
65 H 2.114 0.739 -3.147  0.21
66 H 2.948 2.289 -3.294  0.21
67 H 0.173 1.682 -4.444  0.20
68 H 1.008 3.221 -4.562  0.22
69 H -0.400 3.623 -2.693  0.23
70 H 1.073 3.061 -1.882  0.24
71 H -2.590 0.622 -2.731  0.24
72 H -2.016 2.065 -3.586  0.22
73 H -3.246 2.059 -0.782  0.26
74 H -4.211 2.273 -2.238  0.21
75 H -2.037 4.165 -1.207  0.21
76 H -3.766 4.480 -1.281  0.22
77 H -2.843 4.360 -2.780  0.19

Forces on atoms 1 to 6 (eV/Å):
0.023 0.090 0.491
-0.027 -0.003 0.002
-0.034 -0.013 -0.032
0.084 -0.041 0.050
0.001 -0.010 -0.075
0.027 -0.010 0.080

Computed properties:
charge	0
LUMO energy	-0.06	eV
frontier orbital gap	6.84	eV
energy	-78903.5242	eV



Molecular formula: C18H8Cl53N2O
Method: DFT, the ωB97M-V functional and the def2-TZVPD basis

Last column: Löwdin charge in e.
Cartesian coordinates (Å):
1 C -0.162 -0.699 3.885  -0.12
2 O -0.469 -1.885 3.106  -0.31
3 C 0.570 -2.878 3.186  -0.17
4 C 1.844 -2.437 2.326  -0.09
5 C 3.323 -2.810 2.533  0.04
6 N 3.935 -2.050 1.453  -0.51
7 Cl 5.626 -2.106 1.184  0.77
8 C 2.995 -1.296 0.669  -0.04
9 N 1.668 -1.524 1.195  0.11
10 H 0.952 -0.476 4.010  0.08
11 H -0.609 0.196 3.302  0.09
12 H -0.673 -0.728 4.905  0.03
13 H 0.145 -3.825 2.669  0.13
14 H 0.803 -3.189 4.263  0.15
15 H 3.759 -3.480 3.339  0.15
16 H 3.172 -0.602 -0.217  0.15
17 H 0.773 -1.127 0.850  0.16
18 C -3.621 -3.565 2.228  -1.96
19 Cl -2.886 -4.428 3.598  0.54
20 Cl -2.347 -3.055 1.096  0.53
21 Cl -4.756 -4.641 1.389  0.45
22 Cl -4.489 -2.135 2.825  0.54
23 C 2.297 2.830 1.210  -1.97
24 Cl 3.806 2.368 0.389  0.48
25 Cl 1.107 3.359 0.004  0.50
26 Cl 1.660 1.430 2.105  0.57
27 Cl 2.623 4.156 2.344  0.56
28 C 3.913 5.524 -2.705  -2.00
29 Cl 5.479 4.686 -2.654  0.46
30 Cl 2.633 4.362 -3.118  0.48
31 Cl 3.573 6.239 -1.113  0.52
32 Cl 3.967 6.807 -3.932  0.54
33 C 8.434 3.124 -0.361  -2.00
34 Cl 9.236 2.042 -1.519  0.53
35 Cl 8.545 4.800 -0.940  0.50
36 Cl 6.723 2.662 -0.205  0.44
37 Cl 9.229 2.991 1.222  0.53
38 C -1.554 -0.928 8.062  -2.02
39 Cl -2.273 0.694 7.992  0.51
40 Cl -2.038 -1.727 9.571  0.54
41 Cl -2.122 -1.885 6.675  0.52
42 Cl 0.218 -0.794 8.004  0.51
43 C -0.722 1.719 -3.241  -2.00
44 Cl -0.001 0.846 -1.866  0.46
45 Cl 0.562 2.232 -4.356  0.52
46 Cl -1.853 0.651 -4.096  0.50
47 Cl -1.592 3.147 -2.641  0.54
48 C -8.184 -6.851 1.288  -2.00
49 Cl -7.462 -7.720 2.659  0.53
50 Cl -6.900 -6.335 0.171  0.44
51 Cl -9.312 -7.922 0.434  0.52
52 Cl -9.057 -5.423 1.885  0.52
53 C 8.253 8.855 -2.294  -2.01
54 Cl 8.609 9.011 -4.027  0.51
55 Cl 7.109 7.518 -2.043  0.45
56 Cl 9.757 8.521 -1.408  0.52
57 Cl 7.537 10.367 -1.697  0.53
58 C -3.397 -1.108 -7.406  -2.01
59 Cl -2.316 0.300 -7.322  0.50
60 Cl -3.529 -1.845 -5.795  0.46
61 Cl -5.004 -0.589 -7.956  0.53
62 Cl -2.736 -2.296 -8.549  0.53
63 C -9.841 -5.984 -3.302  -2.02
64 Cl -8.274 -6.819 -3.248  0.50
65 Cl -11.117 -7.145 -3.725  0.52
66 Cl -10.190 -5.275 -1.710  0.50
67 Cl -9.784 -4.696 -4.525  0.52
68 C 8.586 5.685 -6.810  -2.02
69 Cl 7.804 4.871 -8.182  0.52
70 Cl 7.573 5.507 -5.361  0.48
71 Cl 10.177 4.952 -6.514  0.52
72 Cl 8.789 7.410 -7.183  0.51
73 C -3.267 -4.806 -2.493  -1.98
74 Cl -1.668 -5.088 -1.768  0.51
75 Cl -3.402 -3.104 -2.983  0.49
76 Cl -3.464 -5.851 -3.916  0.54
77 Cl -4.531 -5.177 -1.301  0.45
78 C -6.432 1.687 7.291  -2.03
79 Cl -5.357 3.102 7.366  0.51
80 Cl -6.555 0.951 8.903  0.52
81 Cl -8.044 2.198 6.748  0.52
82 Cl -5.770 0.499 6.146  0.49

Forces on atoms 1 to 6 (eV/Å):
-0.592 1.610 0.074
1.980 -0.111 0.595
-0.385 -0.865 -0.955
2.279 -0.162 0.553
-5.282 2.959 -2.674
-2.800 0.497 -0.190

Computed properties:
charge	+1
LUMO energy	-3.69	eV
frontier orbital gap	8.68	eV
energy	-687497.1460	eV



Molecular formula: C25H38FN4O5PS5SbW
Method: DFT, the ωB97M-V functional and the def2-TZVPD basis

Last column: Mulliken spin population.
Cartesian coordinates (Å):
1 W -0.397 -0.516 -0.035  0.71
2 O -4.847 0.369 -0.262  0.00
3 C -4.809 1.564 -0.893  0.00
4 C -6.031 2.199 -1.117  0.00
5 C -6.073 3.421 -1.756  0.00
6 C -4.900 4.038 -2.186  0.00
7 C -3.691 3.415 -1.962  0.00
8 C -3.620 2.179 -1.311  0.00
9 C -2.298 1.563 -1.069  0.00
10 O -2.269 0.338 -0.599  0.04
11 N -1.227 2.256 -1.284  0.00
12 N -0.072 1.483 -1.074  -0.03
13 C 0.953 1.967 -1.694  0.01
14 S 2.411 1.065 -1.877  -0.01
15 C 3.383 2.522 -2.356  0.00
16 C 2.507 3.347 -3.277  0.00
17 S 0.871 3.513 -2.508  0.00
18 H -3.937 0.012 -0.278  0.00
19 H -6.933 1.702 -0.786  0.00
20 H -7.030 3.897 -1.928  0.00
21 H -4.936 4.990 -2.696  0.00
22 H -2.765 3.868 -2.289  0.00
23 H 4.273 2.153 -2.865  0.00
24 H 3.679 3.089 -1.473  0.00
25 H 2.391 2.852 -4.241  0.00
26 H 2.903 4.350 -3.430  0.00
27 N -0.837 1.263 1.411  -0.01
28 C -1.843 0.972 2.447  0.01
29 C -1.351 -0.265 3.157  -0.01
30 N -1.083 -1.263 2.111  0.00
31 H 0.030 1.583 1.838  0.00
32 H -1.143 2.042 0.831  0.00
33 H -2.799 0.792 1.954  0.00
34 H -1.963 1.812 3.134  0.00
35 H -2.077 -0.625 3.887  0.00
36 H -0.419 -0.050 3.674  0.00
37 H -1.927 -1.791 1.922  0.00
38 H -0.363 -1.923 2.392  0.00
39 S 3.489 -2.153 -2.725  0.03
40 Sb 1.441 -2.968 -2.174  0.01
41 S 1.060 -2.511 0.319  0.00
42 S 0.002 -0.962 -2.327  0.13
43 C 5.558 -1.157 0.657  0.00
44 C 4.107 -1.568 0.658  0.00
45 O 3.334 -0.359 0.876  0.01
46 P 1.809 -0.101 1.187  0.09
47 O 1.933 1.509 1.423  0.01
48 C 3.135 2.282 1.559  0.00
49 C 3.720 2.206 2.951  0.00
50 O 1.597 -0.662 2.686  -0.01
51 C 2.614 -1.101 3.600  0.00
52 C 2.340 -2.538 3.981  0.00
53 H 6.176 -2.039 0.487  0.00
54 H 5.857 -0.695 1.600  0.00
55 H 5.744 -0.459 -0.160  0.00
56 H 3.875 -2.280 1.451  0.00
57 H 3.829 -1.989 -0.302  0.00
58 H 2.835 3.303 1.319  0.00
59 H 3.852 1.944 0.811  0.00
60 H 2.977 2.482 3.700  0.00
61 H 4.563 2.894 3.034  0.00
62 H 4.083 1.202 3.166  0.00
63 H 2.580 -0.437 4.466  0.00
64 H 3.597 -0.999 3.141  0.00
65 H 1.371 -2.628 4.475  0.00
66 H 3.105 -2.900 4.669  0.00
67 H 2.336 -3.166 3.089  0.00
68 F -3.094 -4.954 -4.971  0.00
69 C -2.807 -4.300 -3.821  0.00
70 C -2.065 -4.941 -2.855  0.00
71 C -1.785 -4.259 -1.676  0.01
72 C -2.222 -2.955 -1.471  0.03
73 C -1.913 -2.241 -0.200  -0.01
74 C -2.980 -2.348 -2.476  -0.01
75 C -3.279 -3.011 -3.652  0.00
76 H -1.718 -5.952 -3.023  0.00
77 H -1.206 -4.751 -0.903  0.00
78 H -1.598 -2.987 0.529  0.00
79 H -2.830 -1.758 0.160  0.00
80 H -3.324 -1.331 -2.338  0.00
81 H -3.861 -2.546 -4.436  0.00

Forces on atoms 1 to 6 (eV/Å):
-0.124 0.181 0.087
0.020 -0.016 0.010
-0.030 0.026 -0.006
0.020 0.009 -0.008
-0.016 -0.004 0.004
0.013 -0.007 0.001

Computed properties:
charge	0
LUMO energy (spin up / spin down)	0.02 / -0.76	eV
frontier orbital gap (spin up / spin down)	6.79 / 5.98	eV
energy	-117289.7333	eV
2S+1	2



Molecular formula: C3H6INS
Method: DFT, the ωB97M-V functional and the def2-TZVPD basis

Last column: natural (NBO) charge in e.
Cartesian coordinates (Å):
1 C 0.216 -1.959 1.631  -0.40
2 C 0.506 -0.774 1.122  -0.32
3 C -0.347 0.980 -2.016  -0.59
4 N 0.612 1.508 0.315  -0.90
5 S -0.370 0.819 1.358  0.61
6 I -2.005 0.258 -1.129  0.24
7 H 0.817 -2.727 1.401  0.20
8 H -0.762 -2.300 2.008  0.21
9 H 1.286 -0.497 0.482  0.23
10 H 0.221 0.378 -2.685  0.19
11 H -0.392 1.900 -2.463  0.17
12 H 0.217 2.414 -0.026  0.37

Forces on atoms 1 to 6 (eV/Å):
-2.783 1.910 -0.077
-1.998 0.666 1.881
0.112 -1.275 0.962
0.066 1.870 -1.628
0.576 -1.651 0.234
-0.687 -0.278 -0.968

Computed properties:
charge	0
LUMO energy (spin up / spin down)	-0.19 / -0.27	eV
frontier orbital gap (spin up / spin down)	7.64 / 7.92	eV
energy	-23629.0939	eV



Molecular formula: CH5NO3
Method: DFT, the ωB97M-V functional and the def2-TZVPD basis

Last column: natural (NBO) charge in e.
Cartesian coordinates (Å):
1 N -0.478 -0.350 -1.560  -0.68
2 C 0.670 -0.755 -0.931  0.84
3 O 1.560 -1.280 -1.807  -0.54
4 O 1.011 -0.572 0.251  -0.02
5 H -0.615 0.479 -0.947  0.42
6 H -0.293 -0.065 -2.535  0.46
7 H 1.998 -2.025 -1.350  0.54
8 H -2.224 1.720 2.747  0.44
9 H -1.370 2.642 3.393  0.46
10 O -2.309 2.394 3.436  -0.90

Forces on atoms 1 to 6 (eV/Å):
2.168 1.796 3.156
-0.079 -0.483 -5.196
-0.696 -0.477 2.344
-0.049 -0.315 0.728
-1.892 -0.048 -0.998
-0.154 -0.466 0.308

Computed properties:
charge	+1
LUMO energy (spin up / spin down)	-5.49 / -11.13	eV
frontier orbital gap (spin up / spin down)	8.59 / 2.95	eV
energy	-8739.7977	eV
2S+1	2



Computed M (g mol⁻¹) in order:
102.14, 83.09, 289.81, 573.05, 2147.28, 990.51, 215.06, 79.06